This record from OMol25 describes 2 unconnected molecules or ions with the total composition C10H16 in a non-equilibrium geometry. The level of theory is ωB97M-V/def2-TZVPD.

Output
- Relative energy (zero: lowest compared OMol25 entry of this formula, charge and spin): 9.8 kcal/mol
- LUMO energy: 1.0 eV
- M: 136.238 g/mol

The geometry in ORCA input format:
```
! wB97M-V def2-TZVPD RIJCOSX def2/J DEFGRID3
* xyz 0 1
H 1.26 2.42 -1.30
C 0.47 1.81 -0.94
H 0.36 -3.77 0.30
H 0.74 -1.54 1.06
H 3.16 -1.67 -0.85
C -1.49 1.40 2.33
H 2.93 -0.75 0.61
H 0.80 -0.97 -0.55
C 0.08 1.95 0.39
C 0.57 -3.05 -0.49
H -0.92 2.17 2.84
C -1.01 1.26 0.91
C -1.72 0.38 0.08
C -1.39 0.29 -1.26
H -2.56 -0.20 0.45
C 1.18 -1.76 0.09
C -0.25 0.93 -1.72
H -0.36 -2.81 -0.99
H -1.96 -0.35 -1.92
C 2.70 -1.71 0.14
H 1.13 -3.57 -1.25
H -2.54 1.69 2.43
H -1.32 0.45 2.84
H 0.09 0.77 -2.74
H 0.67 2.49 1.12
H 3.10 -2.53 0.73
*
```

This record from OMol25 describes a molecular structure, C22H37BeCl6CsF8GaN2NaO13 in a non-equilibrium geometry. The level of theory is ωB97M-V/def2-TZVPD.

Output
- LUMO energy: -6.5 eV
- M: 1136.871 g/mol

The geometry in ORCA input format:
```
! wB97M-V def2-TZVPD RIJCOSX def2/J DEFGRID3
* xyz 0 1
C 4.12 1.35 -1.74
H 1.45 -2.65 1.99
H 2.39 1.79 1.51
H -9.81 -1.01 -4.72
Na -4.27 0.46 1.47
C 1.72 1.99 0.67
O 4.75 -6.53 -4.34
H 6.03 -2.30 4.21
H -3.55 1.75 0.59
Be -8.00 1.78 -4.09
C 0.60 -4.64 -1.04
C 5.82 6.69 3.15
O 2.70 -3.85 5.37
O -3.02 1.44 -1.33
Cl 7.28 8.08 6.87
H 0.59 -1.34 1.19
H 5.83 7.83 1.36
H 3.03 -5.90 5.30
H 6.25 5.81 2.67
C -7.93 0.75 -1.78
H 1.43 -5.33 5.84
N -9.68 -4.42 -2.56
F 4.04 1.90 -3.10
H -1.35 3.13 -0.78
O 4.05 -2.23 4.89
F 6.35 1.82 -1.09
H 1.14 1.49 -2.13
N 3.63 -7.04 -4.45
H 0.64 -3.56 -1.02
H 2.78 -1.40 -1.69
C 5.07 3.74 -1.08
C 5.07 2.21 -0.89
C 6.17 7.94 2.39
H -9.29 -2.61 -4.14
O 3.35 -8.06 -3.82
C 3.71 -3.48 4.58
O 4.22 -4.16 3.73
F 5.26 4.35 0.08
O -8.45 -4.16 -2.56
C -9.45 -0.94 -1.92
H 4.75 6.57 3.27
F 4.76 1.93 0.38
H -1.20 2.65 2.24
H 5.29 -0.70 4.43
C -4.33 0.97 -1.48
C -8.97 -1.60 -4.36
O 2.78 -6.51 -5.18
F 4.78 0.19 -1.94
O -7.80 0.23 -3.06
Cl 2.21 -5.24 -1.42
O -10.11 -5.55 -2.73
Cs 5.38 2.47 -4.32
C 1.57 -1.66 1.54
Cl 5.37 9.37 3.07
C 0.27 1.60 1.02
H 1.78 3.06 0.49
O -8.75 0.06 -1.06
Ga 2.15 0.99 -1.00
F 3.96 4.19 -1.63
O -10.47 -3.43 -2.40
H -5.05 1.79 -1.43
H 4.82 -1.72 3.04
Cl 6.55 6.67 4.83
H -0.16 3.69 1.31
H 0.29 0.95 1.90
H 3.52 -1.28 0.68
H -4.41 0.49 -2.45
H -2.45 3.72 0.44
H -0.14 0.98 0.21
C -0.71 2.76 1.26
Cl -0.57 -5.12 -2.26
H -4.61 0.22 -0.74
H -10.38 -0.48 -2.27
C -2.63 1.64 0.01
H 1.88 -5.28 4.11
H -8.19 -1.63 -5.12
C 2.13 -1.02 -0.90
C 5.12 -1.72 4.08
O -7.34 1.75 -1.48
C -1.78 2.89 0.19
H 7.24 8.13 2.39
H -2.09 0.75 0.37
H 2.78 -2.76 0.14
H 1.87 -0.99 2.34
H -7.66 -1.83 -2.68
H -9.66 -1.84 -1.36
C 2.23 -5.18 5.13
Cl 0.08 -5.18 0.57
F 6.11 4.07 -1.87
F 0.82 -1.49 -1.24
C -8.45 -1.16 -3.03
C 2.57 -1.72 0.38
*
```

This record from OMol25 describes a single C4H8N2S molecule in a non-equilibrium geometry. The level of theory is ωB97M-V/def2-TZVPD.

Output
- Relative energy (zero: lowest compared OMol25 entry of this formula, charge and spin): 84.1 kcal/mol
- LUMO energy: 0.0 eV
- M: 116.189 g/mol

The geometry in ORCA input format:
```
! wB97M-V def2-TZVPD RIJCOSX def2/J DEFGRID3
* xyz 0 1
H -1.33 1.58 0.08
C -0.82 1.37 -0.83
N -0.20 -2.09 0.15
H 1.59 1.68 -0.16
H -1.58 1.10 -1.52
C 1.17 0.82 0.34
N 0.39 -2.79 0.91
H 0.30 -3.79 0.76
S -1.74 -0.66 1.32
H 0.46 1.11 1.19
H 0.71 -0.18 -1.40
C 0.14 0.26 -0.53
H 1.92 0.02 0.67
H -0.40 2.36 -1.22
C -0.60 -0.80 0.25
*
```

Going through the records in order, we get Kohn-Sham gap values of 10.04; 0.76; 8.67 eV.